DFT (wB97M-V/def2-TZVPD) results for a structure of composition CHBrCl2O in a non-equilibrium geometry.

XYZ file:
```
6
Properties=species:S:1:pos:R:3
C 0.294 -0.043 -0.275
O -1.298 0.268 0.269
Cl 0.077 -0.834 -1.734
Cl 1.146 -0.956 0.878
Br 1.170 1.701 -0.250
H -1.389 -0.136 1.112
```

Values from the calculation:
Frontier orbital gap ... 10.94 eV
ΔE to the lowest compared entry with this formula, charge and spin ... 158.4 kJ/mol
Total energy ... -3608.283091 a.u.
F_max ... 4.9 eV Å⁻¹
Charge ... 0